Record 1
Computed, not measured: C31H27ClN8O4RuS as an isolated structure at a distorted geometry, with ωB97M-V/def2-TZVPD.

Summary:
M in g mol⁻¹: 744.2
Total charge: +1
HOMO level (alpha / beta) in Ha: -0.3912 / -0.3814
Orbital gap (alpha / beta) in eV: 7.058 / 6.871
<S²>: 0.901
Spin multiplicity: 2
ΔE to the lowest compared entry with this formula, charge and spin in kJ/mol: 5.6

Each line ends with the Mulliken spin population.
CARTESIAN COORDINATES (ANGSTROEM)
Ru -0.04 0.04 -0.31  1.2795
Cl 4.46 0.90 3.81  0.0010
S -1.02 1.66 1.51  0.0141
O -0.54 -1.48 1.12  -0.0122
O 3.53 -1.51 5.29  0.0003
O 1.53 -2.42 5.03  -0.0001
O -0.27 -2.41 3.13  -0.0001
N -0.51 1.59 -1.74  -0.0519
N 1.64 -0.05 1.39  0.0222
N 1.64 0.22 -1.69  -0.0006
N 2.75 0.63 1.77  0.0066
N -3.64 2.09 2.13  0.0026
N -3.41 0.46 0.84  -0.0093
N -2.79 -0.55 0.10  0.0187
N -4.92 1.67 1.87  0.0001
C 2.44 -3.54 -3.94  -0.0514
C 0.58 -2.01 -3.82  -0.0548
C -1.64 2.31 -1.65  0.0192
C 4.41 3.58 -0.75  -0.0004
C 2.48 1.01 -3.76  0.0002
C -0.71 -1.76 -1.70  -0.2389
C -0.13 2.52 -3.89  -0.0052
C 1.37 -0.90 2.36  0.0183
C 2.51 -1.61 4.67  0.0003
C -4.76 0.65 1.09  -0.0002
C 4.70 1.72 0.75  -0.0004
C 0.11 -1.68 2.22  -0.0134
C -2.06 3.17 -2.65  -0.0031
C 2.49 2.55 0.27  0.0178
C 3.17 0.18 2.98  -0.0043
C -1.29 3.26 -3.80  0.0046
C 3.79 -0.48 -2.44  -0.0003
C 5.24 2.69 -0.08  -0.0003
C 0.40 -2.31 -2.47  0.0609
C 3.32 1.65 0.93  0.0010
C 3.65 0.29 -3.58  -0.0029
C -5.83 -0.16 0.47  0.0011
C 1.50 0.95 -2.79  0.0193
C 1.26 -3.23 -1.87  -0.0549
C 2.27 -3.84 -2.59  0.0263
C 3.03 3.50 -0.58  0.0030
C 1.59 -2.62 -4.55  0.0243
C 2.76 -0.50 -1.52  -0.0098
C -2.69 1.39 1.50  0.0085
C 0.24 1.71 -2.84  0.0169
C 2.31 -0.81 3.41  -0.0015
H -5.81 -0.08 -0.62  0.0000
H 3.22 -4.03 -4.52  -0.0018
H -2.41 -1.25 0.74  -0.0040
H 2.92 -4.57 -2.12  0.0003
H -1.49 -1.24 -2.24  -0.0096
H -5.74 -1.21 0.74  -0.0005
H 1.42 2.51 0.44  -0.0148
H 4.83 4.33 -1.41  0.0000
H 5.35 1.01 1.25  0.0000
H -6.79 0.21 0.82  0.0001
H 1.11 -3.48 -0.82  -0.0009
H -0.98 -2.31 -0.81  -0.0169
H -0.10 -1.32 -4.30  -0.0009
H 4.44 0.35 -4.31  0.0000
H 2.35 1.61 -4.65  -0.0002
H -1.60 3.91 -4.61  0.0003
H 1.71 -2.40 -5.60  0.0002
H -3.47 -0.96 -0.52  0.0037
H -2.19 2.21 -0.73  -0.0076
H -3.48 2.87 2.75  -0.0003
H 4.69 -1.06 -2.26  0.0003
H 0.79 -2.43 4.37  0.0002
H -2.96 3.74 -2.52  -0.0004
H 0.48 2.58 -4.78  -0.0003
H 6.31 2.76 -0.20  0.0000
H 2.37 4.18 -1.10  0.0000
H 2.82 -1.08 -0.62  0.0023

---

Record 2
Computed, not measured: a 9-piece molecular cluster, C93H60O21 overall at a distorted geometry, with ωB97M-V/def2-TZVPD.

Summary:
M in g mol⁻¹: 1513.5
Total charge: 0
HOMO level in Ha: -0.3407
Structure (SMILES): O=C1c2ccccc2C(=O)c2ccccc21.O=C1c2ccccc2C(=O)c2ccccc21.O=C1c2ccccc2C(=O)c2ccccc21.O=C1c2ccccc2C(=O)c2ccccc21.O=C1c2ccccc2C(=O)c2ccccc21.O=C1c2ccccc2C(=O)c2ccccc21.O=C1OCCO1.O=C1OCCO1.O=C1OCCO1
Orbital gap in eV: 8.095

Each line ends with the Mulliken charge.
CARTESIAN COORDINATES (ANGSTROEM)
O 4.20 17.57 22.83  -0.6701
O 0.58 31.15 26.57  -0.6847
O -1.19 16.80 14.52  -0.2994
O 11.03 26.05 25.66  -0.3835
O 9.29 31.61 23.48  -0.6655
O -0.63 18.99 15.14  -0.6104
O -3.31 23.04 21.45  -0.6064
O 9.49 24.51 25.12  -0.3831
O 0.83 26.63 21.30  -0.6322
O 11.56 24.31 24.27  -0.4918
O 5.41 29.27 26.23  -0.6881
O -2.73 22.46 16.56  -0.1225
O 0.43 15.78 19.54  -0.6957
O 3.18 21.93 21.77  -0.5956
O -3.83 21.41 14.85  -0.3752
O -2.40 28.36 21.97  -0.7211
O -3.21 23.55 14.62  -0.5545
O 0.80 21.32 24.32  -0.7810
O 0.41 17.16 15.97  -0.1978
O 5.18 32.85 24.56  -0.7131
O -0.56 29.31 16.96  -0.7091
C 2.26 25.37 22.52  0.2368
C 7.47 28.32 21.74  -1.0136
C 6.13 28.12 23.70  0.2570
C -0.07 23.95 24.71  -0.0927
C -0.48 17.76 15.21  0.6343
C 3.39 13.40 22.85  -0.2852
C 8.31 31.33 25.58  0.3435
C 6.96 31.27 27.56  -0.7576
C -2.25 27.68 19.70  0.9741
C -1.59 23.56 22.91  0.1865
C 1.94 33.02 27.94  -0.6724
C 3.29 31.54 24.20  0.1488
C -2.81 21.04 16.96  0.4237
C 1.71 18.15 18.70  -0.9196
C -0.18 21.72 23.68  1.3366
C -1.23 18.59 22.00  -0.5175
C -2.02 27.03 17.32  -0.9950
C 2.55 22.97 21.76  -0.2524
C -1.29 29.81 20.53  -0.0588
C 2.10 31.01 24.68  0.4654
C 3.76 31.17 22.94  -0.4190
C 2.54 26.28 23.52  -0.2523
C -2.31 19.01 21.23  -0.7419
C 0.21 32.13 20.00  -0.5853
C 3.40 25.99 24.53  -0.5834
C -1.07 30.78 21.53  -0.7761
C 3.38 19.79 19.39  -0.9360
C 3.79 14.76 22.83  -0.8923
C -1.96 24.89 22.95  -0.1209
C 4.32 33.96 26.91  -0.5892
C 2.40 32.56 26.70  0.3404
C 3.46 17.09 21.98  0.6310
C 7.85 29.72 23.67  0.1117
C -2.94 26.00 17.52  -0.6188
C 8.18 29.27 22.38  -0.5922
C 6.35 29.69 25.67  0.2048
C -2.70 20.34 21.28  -0.9338
C 9.78 26.55 26.16  -0.1380
C -3.14 26.56 19.88  -0.6861
C 2.04 17.51 19.89  1.4705
C -0.54 23.42 18.95  -0.2814
C 1.45 16.12 20.12  0.2299
C 8.71 25.70 25.49  0.1892
C -0.40 25.32 24.80  -0.8252
C -1.73 27.96 18.41  0.5121
C 3.75 34.55 28.05  -0.6294
C 3.95 24.72 24.65  -1.1241
C 2.99 30.25 22.18  -1.1300
C 6.77 29.19 24.36  0.7981
C 3.77 23.79 23.62  -0.3918
C 0.88 24.42 20.54  -0.5657
C 8.96 32.74 27.41  -0.6191
C 3.10 15.69 21.98  0.3773
C 4.15 32.43 24.99  0.5983
C -0.51 19.54 22.72  -0.4415
C 1.62 31.53 26.09  0.5032
C 1.30 25.57 21.42  0.2785
C -1.98 21.26 22.10  0.8001
C 2.49 19.31 18.44  -0.4119
C 2.59 33.98 28.67  -0.5537
C -0.54 15.56 14.65  -0.3481
C 1.83 29.67 22.67  0.4134
C 10.79 24.88 24.95  0.6024
C -3.47 25.81 18.75  -0.6300
C 1.81 13.82 21.09  -0.5268
C -1.37 25.78 23.87  -0.8055
C 8.53 30.98 24.17  0.5131
C 9.15 32.35 26.10  -0.6483
C -0.99 29.16 18.12  0.4610
C 2.16 15.21 21.06  0.0619
C 0.99 22.01 20.11  -0.3323
C -0.60 23.11 23.80  0.2575
C 6.49 27.67 22.44  -0.5758
C 3.62 32.99 26.22  0.5617
C -0.05 24.55 19.55  0.0023
C 3.72 19.07 20.51  -0.2978
C -0.01 31.21 18.98  -0.8775
C 1.26 30.18 23.89  -1.0730
C 2.37 12.92 22.00  -0.7067
C 1.42 23.17 20.76  0.8375
C -1.99 28.65 20.86  0.7465
C 3.06 17.91 20.80  0.2228
C -0.31 31.90 21.26  -0.4774
C 0.37 15.71 15.88  -0.3144
C 7.84 32.22 28.08  -0.4284
C -2.38 22.68 22.05  0.2548
C 7.23 30.77 26.30  0.5910
C -3.32 22.58 15.31  0.4701
C -3.94 20.53 16.00  -0.4611
C -0.95 20.83 22.83  -0.4038
C -0.76 30.07 19.25  0.4627
C 2.85 24.09 22.64  1.2059
C -0.04 22.14 19.24  -0.5509
H 4.70 31.60 22.53  0.4029
H -3.56 26.30 20.86  0.5671
H 9.84 32.85 25.40  0.4395
H 1.03 32.58 28.35  0.4476
H 2.44 19.83 17.52  0.5040
H 0.38 29.73 24.31  0.7375
H -2.80 25.24 22.28  0.2070
H 3.75 26.71 25.28  0.8226
H 0.53 23.55 25.54  0.3514
H 9.97 26.50 27.20  0.2987
H -1.59 26.81 23.80  0.5089
H 1.29 28.96 22.06  0.3022
H -0.86 17.53 22.12  0.3601
H 0.24 31.39 17.95  0.5327
H 2.02 11.87 22.00  0.3840
H 0.04 26.11 25.40  0.5121
H 3.87 20.71 19.32  0.3651
H -0.36 25.57 19.34  0.1867
H -3.87 19.53 15.68  0.3245
H 7.64 32.67 29.07  0.3672
H -1.20 23.62 18.14  0.6534
H 7.85 25.37 26.11  0.2518
H -0.50 21.33 18.70  0.4764
H 1.08 13.50 20.40  0.5204
H 0.97 17.79 17.98  0.5514
H 5.38 27.56 24.27  -0.1911
H -3.52 20.64 20.67  0.6293
H 3.47 30.01 21.18  0.4146
H 1.60 21.13 20.18  -0.1682
H 5.24 34.38 26.48  0.4709
H -0.12 15.44 16.77  0.2417
H 7.71 27.95 20.73  0.3797
H -2.84 18.25 20.61  0.3852
H 0.77 33.04 19.91  0.4763
H 9.70 27.64 25.97  0.0357
H -3.35 25.42 16.67  0.5015
H 4.26 35.30 28.64  0.3633
H 4.58 15.12 23.53  0.3951
H -3.17 21.06 18.01  -0.1295
H 4.43 24.45 25.60  0.4827
H 2.05 27.25 23.38  -0.1552
H -1.23 14.69 14.83  0.3248
H 2.25 34.18 29.69  0.4090
H -1.29 30.40 22.49  0.7310
H 9.01 29.76 21.90  0.4958
H 4.50 19.38 21.23  0.3476
H 4.12 22.73 23.62  0.4393
H 1.43 15.38 15.84  0.2892
H 0.16 15.38 13.79  0.2714
H -0.12 32.61 22.12  0.2715
H -4.90 20.67 16.43  0.3150
H 3.87 12.71 23.52  0.4006
H 0.47 19.20 23.12  0.4442
H -1.60 27.24 16.36  0.5622
H -4.13 25.00 18.95  0.3813
H -1.83 20.58 16.79  0.1556
H 6.12 30.96 28.21  0.4213
H 9.57 33.47 27.92  0.4481
H 5.98 26.82 22.06  0.7798
H 8.43 26.15 24.50  0.0313

---

Record 3
Computed, not measured: C28H55O2Si4Sn as an isolated structure at a distorted geometry, with ωB97M-V/def2-TZVPD.

Summary:
M in g mol⁻¹: 654.8
Total charge: +1
HOMO level (alpha / beta) in Ha: -0.4077 / -0.3870
Orbital gap (alpha / beta) in eV: 5.987 / 4.574
ΔE to the lowest compared entry with this formula, charge and spin in kJ/mol: 2.5

Each line ends with the Mulliken charge.
CARTESIAN COORDINATES (ANGSTROEM)
Sn -0.20 0.35 0.35  0.9153
Si -0.88 2.56 2.63  0.2282
Si 0.90 3.67 3.72  0.4321
Si -2.37 4.33 2.20  0.3897
Si -1.90 1.32 4.32  0.3073
O 0.61 -1.93 -1.31  0.0151
O 1.80 -5.63 -5.12  -0.3655
C 1.34 2.25 -0.52  -0.1859
C -3.91 3.88 1.20  -1.2154
C 1.82 -6.20 -6.48  1.5750
C 2.04 1.47 0.51  -0.1614
C 1.35 -2.96 -0.63  -0.3871
C 2.23 -5.19 -7.53  -1.7112
C 1.71 -3.19 -3.00  -0.2522
C 2.70 0.39 -0.16  -1.2196
C -1.91 -0.28 -2.07  -0.3637
C -1.36 5.58 1.20  -1.0998
C 2.43 0.49 -1.54  -0.1375
C 2.96 -7.20 -6.15  -0.9080
C -2.26 -1.30 -1.14  -0.6222
C 1.61 1.62 -1.77  -0.8801
C -3.02 5.12 3.79  -0.9685
C 0.65 -2.13 -2.73  -0.7428
C 1.86 2.35 4.67  -1.2110
C -3.67 0.91 3.80  -0.8988
C -2.57 0.75 -0.12  -0.3649
C -1.95 2.21 5.99  -0.9664
C 1.74 -4.00 -1.69  -0.7246
C -2.69 -0.68 0.06  -0.8555
C 0.37 4.99 4.97  -1.0907
C -2.09 0.98 -1.46  -0.8628
C -0.93 -0.28 4.53  -1.0201
C 0.56 -6.92 -6.88  -1.6948
C 2.82 -6.61 -4.76  -0.4592
C 2.05 4.54 2.50  -1.1579
H 3.17 -4.70 -7.27  0.3705
H 0.68 -7.38 -7.86  0.4022
H 1.47 -3.80 -3.88  0.2053
H -2.97 1.50 0.57  0.8397
H 1.28 5.40 5.43  0.4251
H -4.47 3.04 1.63  0.3708
H 2.68 3.84 1.95  0.3707
H 1.43 -4.45 -7.64  0.3849
H -0.36 -2.47 -3.05  0.3894
H -0.96 -0.89 3.61  0.1894
H -3.66 3.64 0.16  0.2982
H 2.24 -2.52 -0.15  0.1353
H 0.84 -1.16 -3.22  0.3014
H 0.71 -3.34 0.17  0.3033
H 0.12 -0.11 4.79  0.2925
H 2.71 5.21 3.08  0.4365
H 2.26 1.58 4.00  0.3215
H -2.24 5.53 4.43  0.2853
H -1.98 1.96 -1.94  0.4460
H -4.14 0.38 4.64  0.4158
H 1.26 1.86 5.44  0.2639
H 2.36 -5.69 -8.49  0.4001
H 2.88 -0.13 -2.31  0.5211
H -0.27 -6.22 -6.95  0.3826
H 3.36 -0.34 0.31  0.5819
H 1.30 1.99 -2.75  0.4581
H 1.51 5.16 1.77  0.2962
H -2.29 -2.36 -1.35  0.4564
H 0.85 3.20 -0.34  0.5631
H -3.68 5.96 3.48  0.4206
H -2.46 1.54 6.71  0.4340
H -1.40 -0.86 5.34  0.3920
H -2.51 3.15 5.96  0.2873
H 3.74 -6.13 -4.41  0.2840
H -2.03 6.41 0.93  0.4464
H 2.71 2.85 5.17  0.4239
H -0.16 5.83 4.49  0.3008
H -3.12 -1.18 0.93  0.4835
H -1.64 -0.45 -3.11  0.5174
H 0.94 -4.75 -1.72  0.2624
H 0.30 -7.73 -6.18  0.3774
H 3.91 -7.00 -6.65  0.3037
H 2.70 -4.48 -1.48  0.3864
H 2.68 -2.69 -3.15  0.2176
H -4.58 4.75 1.19  0.4263
H -0.95 2.42 6.39  0.2667
H 2.16 1.79 1.54  0.3283
H -0.27 4.60 5.77  0.3175
H -3.69 0.25 2.93  0.1448
H -0.51 5.99 1.76  0.2026
H -3.63 4.42 4.38  0.2488
H 2.69 -8.26 -6.25  0.3103
H 2.46 -7.35 -4.04  0.3008
H -4.26 1.81 3.59  0.2173
H -0.99 5.13 0.27  0.2572

---

Record 4
Computed, not measured: an isolated ion of composition C5H8IN2 and charge +1 at a distorted geometry, with ωB97M-V/def2-TZVPD.

Summary:
M in g mol⁻¹: 223.0
Total charge: +1
HOMO level in Ha: -0.4996
Structure (SMILES): C/[N+](CI)=C1/[C@@H]2CN12
Orbital gap in eV: 9.422
ΔE to the lowest compared entry with this formula, charge and spin in kJ/mol: 361.1

Each line ends with the Mulliken charge.
CARTESIAN COORDINATES (ANGSTROEM)
I -3.18 0.51 -0.52  0.1734
N -0.07 -0.02 -0.73  0.1041
N 1.20 -0.27 1.25  -0.3813
C -1.34 -0.33 -1.40  -0.9981
C -0.30 -0.37 1.90  -0.2074
C 0.77 0.46 2.49  -0.3060
C 0.95 0.28 -1.69  -0.8751
C 0.11 0.03 0.52  0.6514
H 1.16 0.10 3.44  0.2620
H 1.97 0.34 -1.17  0.3423
H 0.55 1.24 -2.23  0.3623
H -1.33 -1.46 -1.30  0.4877
H 0.89 -0.50 -2.56  0.3087
H -1.34 -0.22 -2.49  0.5164
H -0.76 -1.27 2.10  0.3039
H 0.73 1.47 2.41  0.2559